Record 1
C5H4O in the gas phase in a non-equilibrium geometry, computed with ωB97M-V with the def2-TZVPD basis set.

Calculated values
E_LUMO (spin up / spin down) = -0.25 / -2.77 eV
orbital gap (spin up / spin down) = 10.422 / 6.186 eV
ΔE to the lowest compared entry with this formula, charge and spin = 7.719 eV

Atoms and positions in Å:
O  -0.7270  1.4143  -0.5193
C  0.4162  -0.8077  -0.1399
C  1.5407  0.1737  -0.1305
C  -0.8277  -0.0051  -0.2985
C  2.6565  0.6460  -0.0290
C  -1.3797  0.9127  0.6230
H  -1.1117  1.1987  1.5865
H  -1.5157  -0.6801  -0.8778
H  0.3892  -1.5741  -1.0129
H  0.5590  -1.2783  0.7985

Force components x, y, z for each atom (eV/Å):
O -0.774 -0.474 0.616
C 1.812 0.487 -1.855
C -2.130 -1.870 -0.947
C -1.855 -2.205 -0.290
C 2.084 1.058 0.275
C 0.214 0.447 -1.830
H 0.376 0.649 1.530
H 0.105 1.574 0.011
H 0.809 1.294 1.561
H -0.641 -0.961 0.928



Record 2
C5H4O2 in the gas phase in a non-equilibrium geometry, computed with ωB97M-V with the def2-TZVPD basis set.

Calculated values
E_LUMO = 0.11 eV
orbital gap = 8.782 eV
SMILES string = O=C=C/C=C\C=O
ΔE to the lowest compared entry with this formula, charge and spin = 1.340 eV

Atoms and positions in Å:
O  1.1463  0.7631  -1.2591
O  -0.8561  2.3390  -0.3063
C  0.8402  -1.1922  0.0671
C  -1.3816  -0.0295  0.2409
C  1.5838  -0.0478  -0.4620
C  -0.4791  -1.1559  0.3424
C  -1.0424  1.2180  -0.0873
H  2.6014  0.0868  -0.0551
H  1.4238  -2.0717  0.3212
H  -2.4166  -0.1239  0.5505
H  -0.9323  -2.0494  0.7705

Force components x, y, z for each atom (eV/Å):
O 0.062 -0.295 0.407
O -0.332 -1.039 0.199
C -0.099 0.012 0.065
C 0.060 0.057 -0.077
C -0.021 0.153 -0.105
C 0.121 0.068 -0.013
C -0.018 0.950 -0.148
H 0.166 -0.141 -0.199
H -0.111 0.076 0.021
H 0.100 -0.011 -0.031
H 0.072 0.169 -0.120



Record 3
C5H4O2 in the gas phase, computed with ωB97M-V with the def2-TZVPD basis set.

Calculated values
E_LUMO (spin up / spin down) = -0.83 / -0.83 eV
orbital gap (spin up / spin down) = 8.009 / 8.008 eV
ΔE to the lowest compared entry with this formula, charge and spin = 3.691 eV

Atoms and positions in Å:
O  2.0596  1.1611  0.5327
O  -0.4776  2.3047  -0.4236
C  1.0733  0.5350  0.2468
C  -1.2782  -0.0130  -0.1673
C  -0.2899  1.1440  -0.1705
C  0.8504  -0.9692  0.2468
C  -0.6033  -1.2934  0.2489
H  -2.1142  0.1730  0.5213
H  -1.7689  -0.1503  -1.1426
H  1.5071  -1.5569  0.8946
H  1.0418  -1.3350  -0.7870

Force components x, y, z for each atom (eV/Å):
O -0.576 -0.432 -0.140
O 0.071 -0.608 0.127
C 0.487 0.233 0.071
C 0.012 -0.067 0.066
C -0.167 0.459 -0.109
C -0.060 -0.088 0.093
C 0.197 0.395 -0.048
H 0.021 0.000 -0.099
H 0.068 -0.008 0.138
H -0.138 0.073 -0.118
H 0.086 0.042 0.019



Record 4
C5H4O2S in the gas phase in a non-equilibrium geometry, computed with ωB97M-V with the def2-TZVPD basis set.

Calculated values
E_LUMO = -0.64 eV
orbital gap = 7.562 eV
SMILES string = O=C1C=C/C(=C\O)S1
ΔE to the lowest compared entry with this formula, charge and spin = 3.777 eV

Atoms and positions in Å:
S  -1.0244  -1.5618  -0.2206
O  -3.3405  -0.6831  0.3832
O  2.8545  -0.3636  0.0797
C  -2.1521  -0.2290  -0.1351
C  -0.1968  0.8628  -0.0870
C  1.6476  -0.9609  0.0930
C  -1.4445  1.0874  -0.2910
C  0.2718  -0.5552  0.0201
H  2.8689  0.6895  -0.1172
H  0.6043  1.5785  0.6009
H  -2.0026  2.0876  -0.2459
H  1.9137  -1.9520  -0.0799

Force components x, y, z for each atom (eV/Å):
S -1.442 -1.725 -0.381
O 5.666 3.845 -3.487
O -0.181 4.602 -0.418
C -5.794 -3.151 3.209
C 7.127 0.356 4.280
C -3.352 1.713 -1.077
C -5.277 0.998 0.133
C 5.530 2.180 -0.468
H -0.485 -3.653 0.830
H -2.373 -1.295 -2.881
H 0.991 -1.800 -0.063
H -0.411 -2.070 0.324



Question: Which value of ΔE to the lowest compared entry with this formula, charge and spin does entry 1 give?
Answer: 7.719 eV



Question: Look up the ΔE to the lowest compared entry with this formula, charge and spin of the first one.
Answer: 7.719 eV



Question: The lowest ΔE to the lowest compared entry with this formula, charge and spin belongs to which entry?
Answer: number 2